No. 1
8
Properties=species:S:1:pos:R:3:nbo_charge:R:1 method="wB97M-V/def2-TZVPD" relative_energy_kcal_mol=0.36 gap_ha=0.456 homo_energy_ha=-0.42525 smiles=C.O spin_multiplicity=1
C -0.8029 -0.8729 -0.9356 -0.851
H -1.5420 -0.6095 -1.7065 0.213
H 0.2060 -0.8579 -1.3738 0.214
H -0.8559 -0.1451 -0.1124 0.207
H -1.0194 -1.8796 -0.5487 0.217
O 1.6933 1.3055 1.6704 -0.939
H 1.4006 1.5488 0.7629 0.470
H 0.9203 1.5106 2.2436 0.470

No. 2
11
Properties=species:S:1:pos:R:3:nbo_charge:R:1 method="wB97M-V/def2-TZVPD" relative_energy_kcal_mol=73.09 gap_ha=0.383 homo_energy_ha=-0.37812 spin_multiplicity=1
C 0.9994 0.1731 -0.0638 0.649
C -0.2951 -0.1431 -0.5516 -0.640
C -1.4523 0.0332 0.4711 0.460
H 2.6940 -1.0126 0.6654 0.421
H 1.1267 -1.8780 0.0776 0.392
H -0.4734 -1.2020 -0.8946 0.249
H -0.4894 0.5265 -1.4580 0.288
H -0.9382 0.2914 1.8609 0.133
N 1.7801 -0.9990 0.1055 -0.850
O 1.4264 1.3016 0.0181 -0.569
O -2.6630 -0.0656 -0.0337 -0.532

No. 3
17
Properties=species:S:1:pos:R:3:nbo_charge:R:1 method="wB97M-V/def2-TZVPD" relative_energy_kcal_mol=20.35 gap_ha=0.268 homo_energy_ha=-0.13404 charge=-1 spin_multiplicity=1
C -1.4231 1.8177 -0.5329 -0.742
S -1.9888 2.0496 1.3360 -0.726
H -2.1489 2.2807 -1.2188 0.195
H -1.4327 0.7223 -0.7749 0.193
H -0.4283 2.3721 -0.6802 0.192
H 1.0322 0.7245 2.2326 0.475
H 0.2724 1.2762 1.0096 0.507
O 1.1672 1.0095 1.3221 -0.990
H -1.6332 -0.0697 0.9639 0.485
H -2.1260 -0.6162 2.1143 0.479
O -1.8615 -1.0468 1.2788 -1.036
H 3.0724 -2.5867 -1.8017 0.479
H 2.5670 -1.9761 -3.0309 0.470
O 3.2269 -2.6266 -2.7598 -0.949
H 1.0706 -0.4903 0.2434 0.492
H -0.1170 -1.4778 0.3544 0.495
O 0.7507 -1.3625 -0.0560 -1.019

No. 4
54
Properties=species:S:1:pos:R:3:nbo_charge:R:1 method="wB97M-V/def2-TZVPD" relative_energy_kcal_mol=0.00 gap_ha=0.223 homo_energy_ha=-0.50868 charge=+2 spin_multiplicity=1
Pt -0.2718 0.0839 -0.7870 0.807
Br 6.3694 2.5773 0.0706 0.272
C 4.9313 1.4435 0.3535 -0.047
C 5.1294 0.2557 1.2062 -0.143
Br 6.8039 -0.0353 1.9726 0.235
C 4.1203 -0.6080 1.4338 -0.216
Br 4.2827 -2.1339 2.4898 0.202
C 2.7793 -0.3789 0.8581 0.426
O 1.8419 -1.1040 1.0751 -0.443
C 2.6054 0.8497 -0.0437 0.534
O 1.5260 1.1012 -0.5846 -0.548
C 3.7354 1.7245 -0.2320 -0.297
Br 3.4501 3.2140 -1.3269 0.182
C -1.3646 2.1202 4.5700 -0.672
C -1.5167 2.5992 3.1789 0.370
N -1.9063 3.7753 2.8091 -0.218
N -1.8891 3.7424 1.4445 -0.343
C -1.4942 2.5728 0.9588 0.264
S -1.3737 2.1083 -0.6912 -0.108
N -1.2448 1.8248 2.0590 -0.218
N -0.7987 0.5248 1.9433 -0.659
H -1.7634 2.8740 5.2431 0.276
H -0.3147 1.9556 4.8161 0.244
H -1.9055 1.1855 4.7194 0.248
H -2.1756 4.5544 0.9208 0.447
H -1.5350 -0.1645 2.0779 0.422
H -0.0194 0.3356 2.5614 0.385
C 3.0474 -3.1461 -3.7608 -0.408
N 2.0937 -2.7741 -2.7203 -0.304
C 1.6274 -3.6000 -1.7293 -0.059
C 0.7897 -2.8523 -0.9628 -0.068
N 0.7407 -1.5821 -1.4855 -0.527
C 1.5418 -1.5667 -2.5407 0.192
H 2.7683 -4.1092 -4.1800 0.236
H 4.0514 -3.2092 -3.3463 0.228
H 3.0279 -2.3991 -4.5495 0.229
H 1.9270 -4.6305 -1.6527 0.250
H 0.2361 -3.1252 -0.0819 0.247
H 1.7297 -0.7158 -3.1742 0.228
C -4.6607 -1.9054 -3.3662 -0.428
N -3.7274 -1.6921 -2.2705 -0.362
C -3.9636 -2.0925 -0.8923 -0.319
C -2.7714 -1.4803 -0.1768 0.684
O -2.5519 -1.5413 1.0066 -0.588
N -2.0020 -0.8368 -1.1313 -0.600
C -2.6285 -0.9542 -2.3243 0.670
N -2.1612 -0.3832 -3.4283 -0.764
H -5.3755 -2.6663 -3.0663 0.248
H -4.1377 -2.2716 -4.2496 0.223
H -5.2070 -0.9918 -3.6066 0.223
H -3.9722 -3.1766 -0.7726 0.254
H -4.8944 -1.6841 -0.4959 0.254
H -1.3840 0.2522 -3.3330 0.433
H -2.7052 -0.3680 -4.2746 0.428

No. 5
74
Properties=species:S:1:pos:R:3:lowdin_charge:R:1 method="wB97M-V/def2-TZVPD" relative_energy_kcal_mol=4.08 s_squared=0.756 gap_ha="0.282 / 0.249" homo_energy_ha="-0.40355 / -0.40390" charge=+1 spin_multiplicity=2
Ru 0.6062 -0.2528 0.3779 1.134
N 4.7828 0.5816 -0.2122 0.105
C 3.4787 0.2957 -0.3512 -0.812
S 2.7658 -0.8004 0.8598 0.698
N 2.8137 0.8006 -1.3312 0.042
N 1.5622 0.2078 -1.3615 -0.132
C 1.2325 -0.4162 -2.4404 -0.189
C 1.9890 -0.3554 -3.7100 -0.178
C 2.3282 0.8715 -4.2746 -0.029
C 3.0275 0.9139 -5.4697 -0.059
C 3.4088 -0.2641 -6.0973 -0.065
C 3.0868 -1.4891 -5.5302 -0.062
C 2.3714 -1.5357 -4.3441 -0.033
C 0.1072 -1.3446 -2.2616 -0.199
C -0.6105 -1.9193 -3.2905 0.018
C -1.6059 -2.8359 -2.9817 -0.013
C -1.8491 -3.1502 -1.6562 -0.015
C -1.1042 -2.5248 -0.6696 -0.072
N -0.1400 -1.6496 -0.9648 -0.010
H 5.3162 0.1771 0.5348 0.096
H 5.2575 1.0886 -0.9397 0.117
H 2.0571 1.7910 -3.7751 0.110
H 3.2814 1.8700 -5.9081 0.111
H 3.9605 -0.2271 -7.0273 0.111
H 3.3930 -2.4091 -6.0100 0.111
H 2.1259 -2.4932 -3.8995 0.121
H -0.3894 -1.6442 -4.3123 0.131
H -2.1862 -3.2956 -3.7708 0.123
H -2.6121 -3.8612 -1.3743 0.119
H -1.2750 -2.7104 0.3805 0.111
C 1.1300 -3.3681 2.1592 -0.060
C 0.0161 -2.4736 2.5952 -0.336
C -0.9060 -2.7156 3.6226 0.032
C -1.7517 -1.6241 3.6301 -0.254
C -2.9073 -1.3144 4.5214 -0.006
N -1.3527 -0.8017 2.6451 0.031
N -0.2719 -1.3067 2.0184 -0.044
B -1.7757 0.6072 2.2589 -0.504
N -0.5673 1.5606 2.4122 0.036
N 0.6488 1.3559 1.8082 -0.024
C 1.4666 2.3161 2.2435 -0.308
C 2.8554 2.5221 1.7555 -0.038
C 0.7841 3.1336 3.1528 0.029
C -0.4927 2.6234 3.2350 -0.258
C -1.6367 3.1234 4.0538 -0.012
N -2.1870 0.6109 0.7543 0.035
N -1.1730 0.8260 -0.1352 -0.015
C -1.7302 1.3295 -1.2483 -0.300
C -0.9912 1.9688 -2.3788 -0.013
C -3.1169 1.3685 -1.0874 0.029
C -3.3639 0.9322 0.2012 -0.262
C -4.6511 0.8366 0.9485 -0.004
H 0.7917 -4.4043 2.1530 0.088
H 1.9733 -3.3017 2.8481 0.087
H 1.4876 -3.1201 1.1625 0.012
H -0.9467 -3.5763 4.2694 0.119
H -3.1462 -2.1857 5.1269 0.087
H -3.7922 -1.0364 3.9495 0.079
H -2.6726 -0.4875 5.1932 0.089
H -2.6857 0.9839 2.9329 0.116
H 3.4445 1.6166 1.8401 0.028
H 3.3317 3.3019 2.3472 0.088
H 2.8545 2.8405 0.7117 0.084
H 1.1807 3.9921 3.6683 0.118
H -1.3505 4.0581 4.5306 0.086
H -1.9128 2.4130 4.8341 0.085
H -2.5193 3.3051 3.4414 0.084
H 0.0814 1.8526 -2.3047 0.044
H -1.1968 3.0404 -2.3424 0.096
H -1.3383 1.6028 -3.3454 0.091
H -3.8402 1.7337 -1.7982 0.120
H -5.4842 1.0698 0.2895 0.086
H -4.6662 1.5370 1.7845 0.083
H -4.7997 -0.1651 1.3528 0.088

No. 6
70
Properties=species:S:1:pos:R:3:nbo_charge:R:1 method="wB97M-V/def2-TZVPD" relative_energy_kcal_mol=17.61 gap_ha=0.285 homo_energy_ha=-0.38654 charge=+1 spin_multiplicity=1
Sc 1.7402 -0.1923 0.1854 1.730
C 6.0434 0.1314 -2.4264 -0.260
O 5.9190 -0.0294 -0.9815 -0.478
C 4.7484 -0.1024 -0.4022 0.933
O 3.6350 -0.1086 -0.9148 -0.689
N 4.8719 -0.3443 0.9528 -0.458
N 3.7457 -0.2843 1.7812 -0.657
H 6.1584 -0.8198 -2.8915 0.209
H 6.9901 0.7379 -2.4971 0.221
H 5.1406 0.7330 -2.7845 0.214
H 5.8109 -0.3854 1.3633 0.411
H 3.7347 0.6304 2.2403 0.396
H 3.6765 -1.0642 2.4113 0.422
N 0.4966 -1.1251 -1.7252 -0.662
N 0.3914 -2.5101 -1.8528 -0.437
C 1.0366 -3.2877 -0.9312 0.638
N 0.6498 -4.5287 -0.8941 -0.772
N 1.9531 -2.6634 -0.1457 -0.497
N 2.6069 -3.4846 0.7274 0.622
O 2.5532 -4.7449 0.7243 -0.419
O 3.3175 -2.9122 1.5738 -0.429
H -0.4931 -0.8484 -1.5350 0.434
H 0.7916 -0.6721 -2.5625 0.398
H -0.4051 -2.9120 -2.2747 0.423
H -0.2450 -4.8019 -1.4188 0.456
H 1.2587 -5.0478 -0.3270 0.439
O 2.0041 1.8695 0.8678 -0.581
N 1.2966 2.7863 0.3002 0.185
N 0.6962 2.3853 -0.7175 0.184
O 0.8000 1.1575 -1.1095 -0.618
C -0.0160 3.3356 -1.5453 0.168
C -0.7728 2.7935 -2.5734 -0.244
C -1.2750 3.6605 -3.4956 -0.196
C -1.1702 5.0347 -3.3139 -0.193
C -0.5143 5.5572 -2.1790 -0.183
C 0.1089 4.7052 -1.2752 -0.247
H -0.9492 1.7398 -2.6761 0.242
H -1.8000 3.2818 -4.3600 0.227
H -1.5972 5.7061 -4.0957 0.232
H -0.6192 6.6015 -2.0379 0.227
H 0.6687 4.9840 -0.4008 0.252
C -4.4150 -1.0874 2.0158 -0.435
N -3.0365 -1.5499 1.9209 -0.137
N -2.0671 -0.6613 1.7914 -0.185
C -0.9075 -1.2778 1.4341 0.596
O 0.1780 -0.6427 1.2676 -0.781
C -1.2030 -2.6470 1.3290 -0.388
C -2.5230 -2.7597 1.6294 0.295
C -3.4358 -3.9049 1.7645 -0.660
C -2.1467 0.7400 1.9821 0.082
C -2.4874 1.4768 0.8266 -0.214
C -2.3873 2.8590 0.9064 -0.205
C -1.9286 3.5050 2.0618 -0.180
C -1.5963 2.7791 3.1734 -0.206
C -1.6887 1.3987 3.1047 -0.181
H -4.7442 -0.8055 3.0360 0.227
H -5.0668 -1.9121 1.6525 0.242
H -4.6406 -0.2786 1.3295 0.246
H -0.4899 -3.3481 0.9887 0.236
H -2.7434 -4.7688 1.8177 0.244
H -4.0548 -4.0816 0.9349 0.256
H -3.9670 -3.7632 2.6773 0.231
H -2.6678 0.9704 -0.1538 0.276
H -2.6729 3.4073 0.0465 0.221
H -1.7530 4.5639 1.9803 0.224
H -1.3973 3.2030 4.1032 0.225
H -1.3263 0.8473 3.9478 0.222
S -2.5085 -3.8496 -1.8311 -0.364
C -2.6478 -2.2594 -1.4017 0.089
N -2.6621 -1.1146 -1.1186 -0.620

No. 7
111
Properties=species:S:1:pos:R:3:lowdin_charge:R:1 method="wB97M-V/def2-TZVPD" gap_ha=0.270 homo_energy_ha=-0.28575 smiles="CC(C)CC[C@@H]1C[C@@](CCCCl)(CCCCO)CS(=O)(=O)O1.CN(C)P(=O)(N(C)C)N(C)C.CN(C)P(=O)(N(C)C)N(C)C" spin_multiplicity=1
C 2.5032 -2.6114 5.3940 -0.097
C 2.6959 -1.3601 4.4568 -0.395
C 3.7362 -1.6063 3.2754 -0.084
C 1.3605 -0.7227 3.9108 -0.161
C 0.2469 -1.7615 3.5043 -0.125
C -1.1256 -0.9595 3.4513 -0.346
C -2.3550 -1.9051 3.1864 -0.100
C -3.7187 -1.1254 2.8989 -0.400
C -4.8827 -2.1626 2.6810 -0.157
C -5.1755 -3.1134 3.9014 -0.243
C -6.1909 -2.5211 4.9704 -0.552
Cl -7.4680 -3.7860 5.3563 0.493
C -4.0360 -0.0501 4.0273 -0.118
C -5.3346 0.7942 3.7699 -0.183
C -5.1279 2.1773 3.0482 -0.182
C -3.8361 2.9624 3.4475 -0.271
O -3.6710 3.1314 4.8578 -0.071
C -3.4970 -0.4334 1.4613 -0.126
S -1.7360 -0.0504 1.1253 0.746
O -1.0744 -1.1857 0.4233 -0.302
O -1.5949 1.2170 0.3472 -0.325
O -1.0417 0.1999 2.5960 -0.212
H 1.4694 -2.5416 5.8415 0.065
H 3.1986 -2.6115 6.2777 0.077
H 2.5303 -3.5886 4.8454 0.080
H 3.1817 -0.5650 5.0951 0.125
H 3.6809 -0.6766 2.6423 0.074
H 3.5121 -2.5245 2.6843 0.065
H 4.7804 -1.6025 3.6949 0.082
H 0.9069 0.0537 4.5755 0.116
H 1.6438 -0.1842 2.9610 0.116
H 0.4047 -2.2407 2.5072 0.122
H 0.0804 -2.5802 4.2501 0.109
H -1.2604 -0.5603 4.4984 0.151
H -2.1807 -2.5616 2.2877 0.132
H -2.4237 -2.5955 4.0636 0.123
H -5.8636 -1.6864 2.3986 0.122
H -4.6262 -2.8290 1.8072 0.124
H -4.2746 -3.4859 4.4432 0.102
H -5.6770 -4.0285 3.4766 0.092
H -5.6071 -2.3756 5.9185 0.073
H -6.6391 -1.5722 4.5969 0.062
H -3.1354 0.5563 4.2986 0.109
H -4.2476 -0.6768 4.9454 0.116
H -6.1388 0.2447 3.2060 0.103
H -5.7964 1.0200 4.7730 0.120
H -5.1772 2.1361 1.9254 0.107
H -6.0025 2.8278 3.3460 0.117
H -2.9598 2.4060 2.9926 0.109
H -3.8422 3.9644 2.9334 0.125
H -2.8667 3.6571 4.9554 0.090
H -3.7695 -1.2366 0.7193 0.117
H -4.1919 0.4148 1.2678 0.100
O 1.4412 2.9772 -3.5560 -0.304
P 0.1791 3.4149 -4.3195 0.761
N 0.5339 5.1017 -4.2685 -0.319
C -0.4304 6.1832 -4.2265 -0.142
C 1.6413 5.4916 -5.1400 -0.145
N -0.8874 2.9778 -3.0265 -0.347
C -0.8713 3.7573 -1.7924 -0.117
C -0.7992 1.5545 -2.6894 -0.144
N -1.2443 3.7161 -5.3709 -0.299
C -2.6302 3.5701 -4.9407 -0.136
C -1.0808 3.0231 -6.6617 -0.151
H -0.8628 6.4010 -5.2123 0.079
H 0.0519 7.0972 -3.8675 0.085
H -1.2497 5.9912 -3.5370 0.052
H 1.3248 5.5307 -6.1918 0.074
H 2.4672 4.7812 -5.0651 0.069
H 2.0419 6.4692 -4.8583 0.080
H 0.1401 3.9186 -1.4077 0.089
H -1.4546 3.2628 -1.0127 0.062
H -1.3487 4.7284 -1.9350 0.055
H 0.0876 1.3273 -2.0900 0.080
H -0.7549 0.9479 -3.6018 0.073
H -1.6857 1.2354 -2.1363 0.067
H -2.8937 2.5340 -4.7089 0.082
H -3.2986 3.9163 -5.7377 0.086
H -2.8531 4.1949 -4.0778 0.071
H -1.1855 1.9380 -6.5495 0.076
H -0.0864 3.2247 -7.0757 0.074
H -1.8090 3.3729 -7.3979 0.077
O 4.6148 -1.5004 -0.0954 -0.306
P 4.8826 -2.0308 -1.5140 0.763
N 3.7261 -1.0166 -2.2905 -0.312
C 2.9656 -1.3337 -3.4837 -0.134
C 4.1262 0.3909 -2.3485 -0.132
N 4.1905 -3.5850 -1.1755 -0.355
C 2.7505 -3.6927 -0.9658 -0.123
C 4.8802 -4.2770 -0.0865 -0.148
N 5.4550 -2.6467 -3.0996 -0.298
C 5.2171 -3.9987 -3.5920 -0.136
C 6.8820 -2.3264 -3.2860 -0.150
H 3.5522 -1.2068 -4.4033 0.079
H 2.0942 -0.6763 -3.5534 0.081
H 2.5711 -2.3480 -3.4756 0.052
H 4.8818 0.5568 -3.1288 0.075
H 4.5509 0.7167 -1.3965 0.070
H 3.2686 1.0391 -2.5477 0.068
H 2.3691 -2.9473 -0.2605 0.082
H 2.4852 -4.6842 -0.5880 0.080
H 2.2076 -3.5910 -1.9059 0.057
H 4.5933 -3.8886 0.8968 0.063
H 5.9652 -4.1669 -0.1883 0.074
H 4.6628 -5.3498 -0.1185 0.080
H 5.7291 -4.7612 -2.9976 0.081
H 5.5768 -4.0802 -4.6240 0.086
H 4.1549 -4.2330 -3.6315 0.071
H 7.5176 -2.9358 -2.6336 0.076
H 7.0670 -1.2728 -3.0482 0.075
H 7.1932 -2.4782 -4.3225 0.077

No. 8
80
Properties=species:S:1:pos:R:3:lowdin_charge:R:1 method="wB97M-V/def2-TZVPD" gap_ha=0.258 homo_energy_ha=-0.36356 charge=+1 spin_multiplicity=1
C 3.6797 0.6428 0.9227 0.104
C 4.3846 0.6169 -0.0382 -0.129
C 5.1329 0.4605 -1.2812 -0.203
C 5.1950 1.7359 -2.1281 -0.153
C 3.9830 1.9572 -3.0724 -0.121
C 2.7370 1.3408 -2.5691 -0.316
N 2.4537 0.0620 -2.8100 0.212
C 1.2954 -0.1804 -2.2073 -0.391
N 0.7554 -1.4097 -2.2969 -0.300
S -0.7180 -1.9847 -1.7039 0.861
N 0.8228 0.9215 -1.5485 0.000
P -0.5708 1.1851 -0.5369 0.447
N -0.5301 0.1944 0.6341 -0.127
O -0.5969 2.7126 -0.0858 -0.168
O -1.8076 1.0464 -1.5111 -0.118
N 1.7714 1.9315 -1.8264 -0.138
P 1.9119 3.6706 -1.4174 1.071
C 0.3512 4.4284 -2.0370 -0.245
C 1.8873 3.8227 0.4233 -0.402
C 3.2175 4.4797 0.8276 -0.153
H 2.9671 0.9548 1.6497 0.038
H 6.1430 0.1541 -1.0149 0.124
H 4.6966 -0.3662 -1.8332 0.109
H 5.3584 2.6087 -1.5043 0.110
H 6.0784 1.6432 -2.7516 0.115
H 4.2149 1.4858 -4.0211 0.129
H 3.8659 3.0195 -3.2327 0.085
H 1.3296 -2.0680 -2.7994 0.113
H -1.5557 -1.7106 -2.7290 -0.105
H -0.5186 0.6312 1.5473 -0.002
H -1.1561 2.7506 0.7031 0.094
H -1.5600 0.7123 -2.3831 0.068
H -0.1814 4.8215 -1.1774 0.032
H 0.5856 5.2338 -2.7194 0.039
H -0.3067 3.6907 -2.4844 0.034
H 1.7503 2.8599 0.8983 0.049
H 1.0722 4.5042 0.6488 0.070
H 3.2087 4.7904 1.8639 0.078
H 4.0250 3.7842 0.6147 0.052
H 3.3851 5.3315 0.1727 0.061
N -3.6750 -7.0912 -2.2352 0.011
C -3.5932 -5.7320 -2.3504 -0.147
C -2.4925 -5.3174 -1.6488 -0.119
C -1.8852 -6.4738 -1.0898 -0.102
C -2.6383 -7.5509 -1.4719 -0.129
H -4.3871 -7.6650 -2.6472 0.148
H -4.3176 -5.1813 -2.9252 0.091
H -2.1584 -4.2990 -1.5495 0.020
H -0.9993 -6.5104 -0.4791 0.092
H -2.5251 -8.6009 -1.2663 0.111
N -2.8201 1.9006 3.1185 -0.016
C -2.7785 3.1942 3.5797 -0.153
C -2.8986 3.1528 4.9401 -0.102
C -3.0187 1.7856 5.3154 -0.097
C -2.9662 1.0375 4.1727 -0.132
H -2.7721 1.6237 2.1561 0.114
H -2.6712 4.0260 2.9031 0.099
H -2.9043 4.0059 5.5968 0.095
H -3.1324 1.3986 6.3133 0.096
H -3.0199 -0.0258 4.0167 0.110
N -6.1021 -2.9469 -2.5694 0.005
C -5.3008 -1.8412 -2.6524 -0.153
C -6.0267 -0.8377 -3.2363 -0.114
C -7.3194 -1.3582 -3.5132 -0.105
C -7.3343 -2.6587 -3.0880 -0.130
H -5.8305 -3.8321 -2.1836 0.119
H -4.2881 -1.8653 -2.2868 0.087
H -5.6743 0.1595 -3.4405 0.086
H -8.1428 -0.8362 -3.9697 0.093
H -8.1132 -3.4007 -3.1102 0.110
N 5.1539 -0.4615 5.5664 0.003
C 4.4363 -1.4719 6.1448 -0.136
C 3.5433 -1.9367 5.2184 -0.109
C 3.7322 -1.1773 4.0316 -0.125
C 4.7340 -0.2757 4.2784 -0.154
H 5.8783 0.0633 6.0192 0.145
H 4.6223 -1.7725 7.1611 0.109
H 2.8349 -2.7327 5.3721 0.091
H 3.1941 -1.2837 3.1044 0.072
H 5.1817 0.4764 3.6514 0.095